{
  "formula": "C47H42MnO5P3",
  "method": "ωB97M-V with the def2-TZVPD basis set",
  "e_homo_ev": [-12.570, -12.587],
  "spin_multiplicity": 5,
  "relative_energy_ev": 0.000,
  "s2": 6.164,
  "charge": 2,
  "elements": ["Mn", "O", "C", "C", "C", "C", "C", "C", "P", "C", "C", "C", "C", "C", "C", "C", "C", "C", "C", "C", "C", "C", "C", "C", "C", "C", "C", "P", "C", "C", "C", "C", "C", "C", "C", "C", "C", "C", "C", "C", "H", "H", "H", "H", "H", "H", "H", "H", "H", "H", "H", "H", "H", "H", "H", "H", "H", "H", "H", "H", "H", "H", "H", "H", "H", "H", "H", "H", "C", "P", "C", "C", "H", "H", "H", "H", "H", "H", "H", "H", "H", "O", "C", "O", "C", "C", "C", "C", "O", "C", "O", "C", "C", "H", "H", "H", "H", "H"],
  "positions_angstrom": [[0.78021, -0.08612, -0.08878], [0.14828, 1.72309, 1.31295], [-0.62587, 1.44403, 2.43280], [-1.51901, 2.34194, 2.98361], [-2.20749, 1.99647, 4.14121], [-2.00728, 0.77175, 4.75081], [-1.15189, -0.14837, 4.15953], [-0.48340, 0.16866, 2.98676], [0.50208, -1.07008, 2.10979], [-0.40602, -2.59381, 1.88061], [-1.75502, -2.71013, 2.20055], [-2.42104, -3.89605, 1.93121], [-1.74681, -4.95134, 1.33032], [-0.40583, -4.82458, 0.99152], [0.26882, -3.64658, 1.25952], [1.90078, -1.36616, 3.21233], [2.67472, -0.25603, 3.56851], [3.78175, -0.41850, 4.38119], [4.12001, -1.68478, 4.84876], [3.34411, -2.78193, 4.51412], [2.23209, -2.62806, 3.69417], [0.34175, 3.02619, 0.87480], [0.58127, 4.07524, 1.73956], [0.74010, 5.35838, 1.23237], [0.66483, 5.58764, -0.12909], [0.48964, 4.51520, -0.99100], [0.34891, 3.22085, -0.50055], [0.33618, 1.78820, -1.62869], [-1.29181, 1.65328, -2.39795], [-1.57495, 0.55546, -3.20920], [-2.81332, 0.45536, -3.82384], [-3.77670, 1.43012, -3.61572], [-3.50870, 2.50667, -2.77901], [-2.26979, 2.62155, -2.16751], [1.51587, 2.26100, -2.93530], [1.32482, 1.86732, -4.25716], [2.28784, 2.14490, -5.21709], [3.44893, 2.82106, -4.87194], [3.63821, 3.23227, -3.55947], [2.68285, 2.95016, -2.59762], [-1.68278, 3.31114, 2.53457], [-2.89997, 2.70689, 4.56983], [-2.52855, 0.52458, 5.66370], [-1.01494, -1.12745, 4.60094], [-2.28880, -1.88035, 2.64529], [-3.46792, -3.99076, 2.18244], [-2.26882, -5.87371, 1.11588], [0.11561, -5.64255, 0.51195], [1.30874, -3.54426, 0.97478], [2.39723, 0.73355, 3.22023], [4.37492, 0.43997, 4.66313], [4.98180, -1.80953, 5.48867], [3.59459, -3.76209, 4.89548], [1.62426, -3.48699, 3.44512], [0.63469, 3.89943, 2.80556], [0.91823, 6.17950, 1.91176], [0.76892, 6.58901, -0.51978], [0.48387, 4.67848, -2.06044], [-0.84208, -0.23254, -3.34717], [-3.02747, -0.39703, -4.45498], [-4.74128, 1.34687, -4.09691], [-4.26288, 3.26134, -2.60526], [-2.06673, 3.46335, -1.51869], [0.41868, 1.36057, -4.55743], [2.12020, 1.84025, -6.24043], [4.19468, 3.04134, -5.62244], [4.52825, 3.78291, -3.28736], [2.83052, 3.30360, -1.58588], [3.72649, -0.45799, -1.93538], [3.24644, -0.19159, -0.20820], [3.98181, -1.63964, 0.60380], [4.21833, 1.20322, 0.42561], [4.81019, -0.56820, -2.00654], [3.40835, 0.36266, -2.57391], [3.26253, -1.38583, -2.27882], [5.03798, -1.70148, 0.33678], [3.48187, -2.54045, 0.25138], [3.89676, -1.57633, 1.68980], [5.28294, 1.04434, 0.24691], [4.05864, 1.27925, 1.50205], [3.91634, 2.13258, -0.05129], [-1.15253, -0.32671, 0.05153], [-1.11631, -1.33692, -0.76531], [0.03620, -1.66323, -1.14865], [-2.34560, -2.01408, -1.15345], [-2.24940, -3.15908, -1.93854], [-3.39860, -3.83525, -2.35986], [-4.60403, -3.30320, -1.97145], [-5.83973, -3.77187, -2.23887], [-6.75995, -2.79830, -1.72238], [-6.00352, -1.87127, -0.93762], [-4.69620, -2.15029, -1.18572], [-3.58789, -1.48618, -0.75292], [-1.26793, -3.51770, -2.21969], [-3.34830, -4.73026, -2.96140], [-7.50072, -3.29278, -1.09398], [-7.23763, -2.27718, -2.55868], [-3.64868, -0.59606, -0.14484]],
  "forces_ev_per_angstrom": [[0.4, 0.5, 0.5], [0.2, 0.0, 0.1], [-0.2, -0.2, 0.3], [-0.1, 0.2, 0.0], [0.1, 0.1, -0.1], [0.1, -0.2, 0.0], [-0.2, 0.1, 0.2], [0.2, 0.0, -0.6], [0.4, 0.2, 0.3], [0.0, 0.0, 0.1], [0.0, -0.1, 0.0], [0.1, -0.1, -0.1], [-0.1, 0.1, 0.0], [0.1, 0.0, 0.0], [-0.2, -0.1, 0.0], [0.0, 0.0, 0.1], [-0.1, -0.1, 0.0], [0.0, 0.0, 0.0], [0.0, 0.0, 0.0], [0.0, 0.0, 0.0], [0.0, 0.1, 0.0], [0.0, 0.1, -0.1], [0.1, 0.1, 0.3], [0.0, -0.2, 0.2], [0.0, -0.1, -0.2], [0.1, 0.2, 0.0], [-0.1, -0.2, -0.3], [0.2, 0.3, -0.1], [0.0, 0.1, 0.2], [0.0, 0.0, 0.0], [0.0, -0.1, 0.0], [0.0, 0.1, 0.1], [0.0, -0.1, 0.0], [0.1, -0.1, -0.1], [0.0, -0.1, 0.1], [-0.1, 0.0, 0.0], [0.1, 0.0, 0.0], [-0.1, 0.0, 0.0], [0.0, 0.0, 0.0], [0.0, 0.0, 0.1], [0.0, 0.0, 0.0], [0.0, 0.0, 0.0], [0.0, 0.0, 0.0], [0.0, 0.0, 0.0], [0.0, 0.0, 0.0], [0.0, 0.0, 0.0], [0.0, 0.0, 0.0], [0.0, 0.0, 0.0], [0.0, 0.0, 0.0], [0.0, 0.0, 0.0], [0.0, 0.0, 0.0], [0.0, 0.0, 0.0], [0.0, 0.0, 0.0], [0.0, 0.0, 0.0], [0.0, 0.0, 0.0], [0.0, 0.0, 0.0], [0.0, 0.0, 0.0], [0.0, 0.0, 0.0], [0.0, 0.0, 0.0], [0.0, 0.0, 0.0], [0.0, 0.0, 0.0], [0.0, 0.0, 0.0], [0.0, 0.0, 0.0], [0.0, 0.0, 0.0], [0.0, 0.0, 0.0], [0.0, 0.0, 0.0], [0.0, 0.0, 0.0], [0.0, 0.0, 0.0], [0.0, 0.0, -0.1], [0.2, -0.2, 0.0], [-0.1, 0.0, 0.1], [-0.1, 0.0, 0.0], [0.0, 0.0, 0.0], [0.0, 0.0, 0.0], [0.0, 0.1, 0.0], [0.0, 0.0, -0.1], [0.0, -0.1, 0.0], [0.0, 0.0, -0.2], [0.0, -0.1, -0.1], [0.0, 0.0, 0.0], [0.0, 0.0, 0.0], [-0.5, 0.1, -0.2], [-0.7, 0.1, 0.5], [0.4, -0.7, -0.8], [0.3, -0.1, -0.2], [-0.2, 0.0, 0.0], [0.2, 0.0, 0.0], [-0.1, 0.1, 0.1], [0.0, 0.1, 0.1], [-0.2, 0.0, 0.0], [0.0, -0.1, -0.1], [0.0, -0.1, 0.0], [0.0, 0.1, 0.0], [0.0, 0.0, 0.0], [0.0, 0.0, 0.0], [0.1, 0.0, 0.0], [0.1, 0.0, 0.1], [0.0, 0.0, 0.0]]
}